No. 1
13
Properties=species:S:1:pos:R:3:forces:R:3:mulliken_charge:R:1 method="wB97M-V/def2-TZVPD" e_homo_ev=-8.5 relative_energy_kj_mol=291.9 lumo_energy_ev=0.91 homo_lumo_gap_ev=9.4
C 0.4166 1.3297 -0.1070 -0.94 -1.33 -1.12 -0.0850
C 1.3115 0.1536 -0.0759 -1.03 -1.11 -3.63 -0.3157
C 0.4870 -1.0456 0.1842 -2.59 1.15 2.57 -0.8916
C -1.2534 -0.1237 0.5032 4.34 -2.17 -1.38 0.1516
N -0.8142 1.1238 0.1005 -0.08 3.02 -0.50 -0.6281
O -2.2251 -0.6575 -0.3253 0.02 -0.26 1.27 -0.4940
H 0.8765 2.1925 -0.5519 -0.54 1.08 0.37 0.3851
H 1.7190 -0.0321 -1.1198 0.05 0.99 0.99 0.1860
H 2.0892 0.4014 0.5358 2.35 -0.02 1.91 0.4024
H 0.1775 -1.5827 -0.6825 0.26 -0.77 -0.37 0.3460
H 0.8964 -1.5834 1.0477 -0.70 -0.46 -0.43 0.2841
H -1.3786 -0.1139 1.5546 -1.04 -0.54 0.86 0.3289
H -2.3025 -0.0621 -1.0636 -0.10 0.42 -0.54 0.3305

***

No. 2
13
Properties=species:S:1:pos:R:3:forces:R:3:mulliken_charge:R:1 method="wB97M-V/def2-TZVPD" e_homo_ev=-9.9 relative_energy_kj_mol=246.6 lumo_energy_ev=1.04 homo_lumo_gap_ev=10.9
C -1.6690 -0.4209 0.1821 0.01 0.17 0.07 -0.9697
C -0.5201 0.4161 -0.3699 -0.30 0.99 -0.09 -0.2083
C 0.5757 0.9045 0.4812 0.59 -0.21 0.20 -0.0883
O 1.6479 1.3007 0.0713 -0.38 0.30 0.52 -0.5610
H -1.5137 -1.5026 0.0815 0.27 0.38 -0.05 0.3032
H -2.5776 -0.1691 -0.3732 0.05 -0.07 0.19 0.3005
H -1.8411 -0.2086 1.2428 -0.03 0.02 -0.13 0.3066
H -0.2313 0.1582 -1.3906 0.09 0.20 0.29 0.3459
H -0.7580 1.5239 -0.3411 -1.25 -0.42 -0.83 0.2537
H 0.2529 1.0512 1.5314 0.25 0.01 0.13 0.3337
C 2.2239 -0.9808 -0.3746 -0.40 -1.39 -0.26 0.1517
N 1.2401 -1.5755 -0.4702 1.22 0.01 0.00 -0.4537
H 3.1703 -0.4970 -0.2709 -0.12 0.02 -0.04 0.2855

***

No. 3
13
Properties=species:S:1:pos:R:3:forces:R:3:mulliken_charge:R:1 method="wB97M-V/def2-TZVPD" e_homo_ev=-7.9 relative_energy_kj_mol=374.2 lumo_energy_ev=0.76 homo_lumo_gap_ev=8.7
O -0.6109 2.1439 -0.6582 0.59 -0.20 0.33 -0.6577
C -0.1273 1.0854 -0.3128 0.62 0.32 0.23 0.4186
C 1.2804 0.4979 0.3515 0.15 0.33 -0.26 -0.9539
C 0.5499 -0.1331 -0.8224 -0.15 -0.16 -0.37 -0.0104
C -0.4903 -1.0688 -0.2221 0.00 -0.15 -0.06 -0.5156
N -1.1362 -0.0379 0.6304 -0.14 -0.12 0.34 -0.3327
H 1.6244 -0.2452 1.0978 -0.69 0.62 0.22 0.2695
H 2.0706 1.2082 0.1466 -0.02 -0.02 -0.40 0.2665
H 0.9973 -0.2816 -1.7982 -0.13 -0.16 -0.03 0.4117
H -0.1287 -1.9103 0.3784 0.03 0.02 -0.22 0.2653
H -1.2019 -1.4120 -0.9755 0.05 0.00 0.16 0.3112
H -0.6811 0.1102 1.5200 -0.45 -0.32 0.17 0.2759
H -2.1461 0.0433 0.6645 0.15 -0.18 -0.12 0.2517

***

No. 4
13
Properties=species:S:1:pos:R:3:forces:R:3:mulliken_charge:R:1 method="wB97M-V/def2-TZVPD" e_homo_ev=-9.6 relative_energy_kj_mol=97.2 lumo_energy_ev=1.00 homo_lumo_gap_ev=10.6
C 1.3660 0.6925 0.3817 0.03 -0.02 0.03 -1.3285
C -0.0769 0.6586 -0.1097 0.12 0.04 -0.14 0.4520
C -0.3822 -0.4929 -1.0915 0.08 0.12 -0.18 -0.6013
N -1.0203 -1.5247 -0.2637 -0.14 0.18 0.31 -0.4921
C -1.3113 -0.9434 0.8222 -0.03 -0.29 -0.11 0.0638
O -0.9484 0.3447 1.0105 0.00 -0.08 0.04 -0.4072
H 1.3950 1.0770 1.4047 0.02 0.04 -0.15 0.3331
H 1.9840 1.3401 -0.2486 -0.11 -0.12 0.03 0.3488
H 1.8093 -0.3099 0.3779 -0.12 0.13 0.05 0.3209
H -0.3923 1.6382 -0.4779 0.05 -0.15 0.03 0.3268
H -1.0870 -0.2016 -1.8792 0.12 0.00 0.08 0.2847
H 0.5181 -0.8860 -1.5752 -0.11 0.10 0.11 0.3162
H -1.8540 -1.3923 1.6489 0.09 0.05 -0.10 0.3828

***

No. 5
13
Properties=species:S:1:pos:R:3:forces:R:3:mulliken_charge:R:1 method="wB97M-V/def2-TZVPD" e_homo_ev=-9.6 relative_energy_kj_mol=105.5 lumo_energy_ev=0.95 homo_lumo_gap_ev=10.6
C -0.9931 1.3644 -0.1842 0.20 0.19 -0.01 0.1091
N 0.2434 1.6091 -0.2763 -0.38 -0.12 0.03 -0.5071
C 1.1762 0.4941 -0.1655 0.14 -0.13 -0.02 -0.4957
C 0.5606 -0.7261 0.5166 -0.03 0.04 0.04 -0.5086
C -0.8008 -0.9872 -0.1052 0.11 -0.20 -0.03 -0.4088
O -1.6283 0.1778 -0.0330 0.03 0.08 0.02 -0.3589
H -1.7233 2.1734 -0.2148 0.12 -0.11 0.00 0.3817
H 2.0559 0.8456 0.3840 -0.14 -0.05 -0.07 0.3043
H 1.5282 0.2357 -1.1733 -0.06 0.02 0.12 0.3048
H 0.4352 -0.5291 1.5875 0.00 -0.01 -0.12 0.2721
H 1.1987 -1.6103 0.4159 -0.09 0.12 -0.02 0.3362
H -0.6984 -1.2709 -1.1605 0.01 0.06 0.10 0.2838
H -1.3543 -1.7766 0.4088 0.09 0.11 -0.06 0.2871

***

No. 6
13
Properties=species:S:1:pos:R:3:forces:R:3:mulliken_charge:R:1 method="wB97M-V/def2-TZVPD" e_homo_ev=-10.8 relative_energy_kj_mol=151.2 lumo_energy_ev=0.84 homo_lumo_gap_ev=11.7
C 0.6503 0.9472 1.2719 0.08 0.07 0.09 -0.9941
C -0.4647 0.8818 0.2356 0.10 0.24 -0.02 -0.2653
O -1.0671 -0.4055 0.1420 -0.02 -0.03 0.11 -0.3544
C -0.2718 -1.3532 -0.5064 0.07 -0.20 -0.01 -0.2226
C -0.1886 -1.1169 -1.9681 0.00 0.22 -0.98 0.2718
N -0.1352 -0.9111 -3.1047 -0.02 -0.21 1.09 -0.3866
H 1.4058 0.1679 1.1367 -0.09 0.09 -0.09 0.3055
H 1.1716 1.9072 1.1984 -0.11 -0.09 0.01 0.3375
H 0.2591 0.8496 2.2876 -0.04 -0.01 -0.13 0.2624
H -0.1062 1.1910 -0.7564 0.01 -0.05 0.11 0.2966
H -1.2766 1.5598 0.5107 0.10 -0.11 -0.04 0.2647
H -0.7295 -2.3316 -0.3364 0.07 0.13 -0.07 0.2803
H 0.7530 -1.3861 -0.1109 -0.15 -0.03 -0.08 0.2043

***

No. 7
13
Properties=species:S:1:pos:R:3:forces:R:3:mulliken_charge:R:1 method="wB97M-V/def2-TZVPD" e_homo_ev=-6.7 relative_energy_kj_mol=432.4 lumo_energy_ev=0.30 homo_lumo_gap_ev=7.0
C -1.9755 0.2427 -0.2965 0.10 0.22 -0.29 -0.8117
N -0.6142 0.1475 0.3500 -0.10 -0.10 0.13 0.0851
C 0.2312 -1.0532 0.0230 -0.10 -0.22 0.03 -0.5382
C 1.5262 -0.2211 0.0563 0.06 0.02 0.02 -0.2733
C 0.6374 1.0096 0.1100 0.10 0.79 -0.17 0.2877
O 0.7258 2.1825 -0.0290 -0.14 -0.89 0.12 -0.4444
H -0.8662 0.1720 1.3360 0.39 0.03 0.15 0.3092
H -2.2511 1.2978 -0.1467 -0.15 -0.20 0.00 0.2036
H -1.8051 0.0876 -1.3681 0.13 0.12 -0.06 0.0979
H -0.0403 -1.3853 -0.9795 -0.03 0.03 0.18 0.2381
H 0.1220 -1.8641 0.7403 0.02 0.11 -0.08 0.3156
H 2.0913 -0.3226 0.9892 -0.09 0.04 -0.12 0.2300
H 2.2186 -0.2934 -0.7850 -0.18 0.06 0.09 0.3004

***

No. 8
13
Properties=species:S:1:pos:R:3:forces:R:3:mulliken_charge:R:1 method="wB97M-V/def2-TZVPD" e_homo_ev=-9.8 relative_energy_kj_mol=196.3 lumo_energy_ev=0.90 homo_lumo_gap_ev=10.7
C -1.1382 1.1086 0.0789 -0.37 0.99 0.45 -1.1945
C -0.6846 -0.2084 -0.4585 -0.13 -0.22 -0.55 0.1713
N -0.4002 -1.2259 0.5360 -0.18 -0.80 -0.25 -0.6054
C 0.7020 -0.7433 -0.3087 -0.05 0.08 0.25 0.1208
C 1.7389 0.0616 0.3784 1.51 0.04 0.07 -0.2990
O 2.7766 0.3690 -0.1879 -1.23 -0.14 0.75 -0.4983
H -2.2040 1.0169 0.3934 0.72 0.16 -0.18 0.2935
H -0.5455 1.4366 0.9521 -0.34 -0.35 -0.29 0.2832
H -1.0614 1.9364 -0.6505 -0.09 -0.53 0.11 0.3197
H -1.1788 -0.4988 -1.3952 0.14 -0.09 0.41 0.3876
H -0.7261 -2.1692 0.2692 0.37 0.78 0.05 0.2450
H 1.1459 -1.3661 -1.0795 -0.34 0.02 -0.11 0.4085
H 1.5754 0.2827 1.4722 -0.03 0.07 -0.72 0.3675

***

No. 9
13
Properties=species:S:1:pos:R:3:forces:R:3:mulliken_charge:R:1 method="wB97M-V/def2-TZVPD" e_homo_ev=-7.9 relative_energy_kj_mol=179.4 lumo_energy_ev=0.51 homo_lumo_gap_ev=8.4
C 0.9944 0.5260 1.6491 0.01 0.47 0.12 -0.1735
C 1.1997 -0.8666 1.4297 -0.13 -0.11 -0.57 -0.5124
C 0.6734 -1.1548 0.1768 0.82 1.26 -0.47 -0.3496
N 0.4926 0.0579 -0.4307 -1.47 0.54 -0.09 -0.0340
C 0.5857 1.0969 0.4748 -0.33 -1.15 0.11 -0.5931
H 0.9360 0.9588 2.6377 0.73 0.33 -0.16 0.3556
H 2.0113 -1.3774 1.9152 -0.74 -0.90 0.77 0.2933
H 0.2489 -1.9680 -0.3869 0.93 -0.71 0.22 0.3576
H -0.0755 0.1759 -1.2562 -0.07 -0.09 0.15 0.3048
H 0.1269 2.0294 0.2150 0.26 0.37 0.07 0.3630
O -2.1461 0.3418 -1.9498 0.42 0.38 0.49 -0.6283
H -3.0565 0.2185 -1.6619 0.12 -0.20 -0.42 0.3001
H -1.9907 -0.0386 -2.8128 -0.55 -0.19 -0.23 0.3164

***

Repeat the seventh record exactly.
13
Properties=species:S:1:pos:R:3:forces:R:3:mulliken_charge:R:1 method="wB97M-V/def2-TZVPD" e_homo_ev=-6.7 relative_energy_kj_mol=432.4 lumo_energy_ev=0.30 homo_lumo_gap_ev=7.0
C -1.9755 0.2427 -0.2965 0.10 0.22 -0.29 -0.8117
N -0.6142 0.1475 0.3500 -0.10 -0.10 0.13 0.0851
C 0.2312 -1.0532 0.0230 -0.10 -0.22 0.03 -0.5382
C 1.5262 -0.2211 0.0563 0.06 0.02 0.02 -0.2733
C 0.6374 1.0096 0.1100 0.10 0.79 -0.17 0.2877
O 0.7258 2.1825 -0.0290 -0.14 -0.89 0.12 -0.4444
H -0.8662 0.1720 1.3360 0.39 0.03 0.15 0.3092
H -2.2511 1.2978 -0.1467 -0.15 -0.20 0.00 0.2036
H -1.8051 0.0876 -1.3681 0.13 0.12 -0.06 0.0979
H -0.0403 -1.3853 -0.9795 -0.03 0.03 0.18 0.2381
H 0.1220 -1.8641 0.7403 0.02 0.11 -0.08 0.3156
H 2.0913 -0.3226 0.9892 -0.09 0.04 -0.12 0.2300
H 2.2186 -0.2934 -0.7850 -0.18 0.06 0.09 0.3004